[1]
Density functional theory data (the ωB97M-V functional and the def2-TZVPD basis) for a structure of composition C33H21Cl5InN9O4S3 at a distorted geometry.

Geometry as XYZ:
```
76
Properties=species:S:1:pos:R:3:lowdin_charge:R:1
In -0.4437 -0.3133 -0.0798 0.819
Cl 1.2040 -2.1503 6.3070 0.664
C 1.3642 -1.5447 4.6944 -0.694
C 0.5252 -2.0321 3.7054 -0.035
C 0.6356 -1.5793 2.3971 -0.256
N -0.2227 -1.9651 1.3815 0.013
C -0.7678 -3.1885 1.3207 -0.467
O -0.4359 -4.1731 1.9718 0.053
C -1.9401 -3.2955 0.3785 -0.184
C -2.7014 -4.4583 0.4211 0.012
C -3.9157 -4.4837 -0.2395 -0.043
C -4.3299 -3.3353 -0.8984 -0.038
C -3.4777 -2.2448 -0.9386 -0.117
N -2.2878 -2.2305 -0.3405 0.073
C 1.6147 -0.6161 2.0706 -0.247
C 2.4477 -0.1274 3.0799 -0.062
C 2.3201 -0.5884 4.3824 -0.706
Cl 3.3614 0.0609 5.6045 0.655
N 1.6739 -0.3116 0.7197 0.026
C 2.6627 0.4038 0.1494 -0.477
O 3.4475 1.1594 0.7182 0.044
C 2.8900 0.1169 -1.3215 -0.204
C 3.7749 0.9317 -2.0200 0.003
C 4.1205 0.5947 -3.3162 -0.052
C 3.6069 -0.5750 -3.8538 -0.061
C 2.7436 -1.3312 -3.0783 -0.152
N 2.3585 -0.9890 -1.8522 0.110
H -0.2026 -2.7922 3.9446 0.115
H -2.3280 -5.2876 1.0035 0.121
H -4.5375 -5.3690 -0.2231 0.112
H -5.3008 -3.2822 -1.3713 0.109
H -3.7723 -1.3415 -1.4514 0.070
H 3.2342 0.5688 2.8352 0.099
H 4.1798 1.8019 -1.5228 0.119
H 4.7995 1.2137 -3.8878 0.109
H 3.8776 -0.9044 -4.8480 0.103
H 2.3558 -2.2720 -3.4554 0.103
N 1.0300 2.7252 2.0932 0.132
C 0.9072 2.9902 0.7726 -0.665
N 0.4129 2.1788 -0.1177 0.012
C 0.3922 2.7487 -1.3690 -0.353
C 0.8563 4.0203 -1.4321 -0.339
S 1.3498 4.5508 0.1283 1.076
C -0.0501 1.9572 -2.5104 -0.329
C -0.2962 2.4372 -3.7531 -0.318
S -0.7213 1.1593 -4.8290 1.085
C -0.5361 0.0331 -3.5200 -0.714
N -0.2045 0.5870 -2.3920 0.031
N -0.7837 -1.2997 -3.6741 0.120
H 1.0804 1.7443 2.3360 0.059
H 1.6721 3.3038 2.6086 0.108
H 0.9462 4.6668 -2.2883 0.076
H -0.2585 3.4537 -4.1045 0.081
H -0.7503 -1.6699 -4.6079 0.104
H -0.3886 -1.8893 -2.9573 0.098
O -6.3043 0.4100 -5.7877 0.115
C -6.3028 1.3820 -4.8484 -0.485
O -7.1156 2.2621 -4.9144 0.116
C -5.2838 1.2945 -3.7642 -0.138
C -4.2661 0.3464 -3.7150 -0.025
C -3.3880 0.2995 -2.6466 -0.177
C -3.4893 1.2096 -1.5940 -0.626
S -2.4896 1.2230 -0.1613 0.696
C -4.4918 2.1904 -1.6648 -0.098
C -5.3750 2.2190 -2.7205 -0.005
H -5.6261 -0.2497 -5.6189 0.081
H -4.1270 -0.3781 -4.5118 0.112
H -2.6315 -0.4681 -2.6105 0.051
H -4.5647 2.9112 -0.8608 0.101
H -6.1594 2.9622 -2.7686 0.123
Cl -1.8325 3.8233 3.8227 0.628
C -1.6284 2.1822 4.4515 -1.588
Cl -3.0317 1.7349 5.4358 0.637
Cl -0.1376 2.0628 5.4194 0.638
C -1.5098 1.2450 3.3445 -0.355
N -1.4031 0.5025 2.4784 0.198
```

The HOMO energy is -7.39 eV. Its charge is 0. The value obtained for the relative energy (zero: lowest compared OMol25 entry of this formula, charge and spin) is 1.840 eV.

[2]
Density functional theory data (the ωB97M-V functional and the def2-TZVPD basis) for a structure of composition C38H30As2AuN4S.

Geometry as XYZ:
```
76
Properties=species:S:1:pos:R:3:lowdin_spin:R:1
Au -0.2576 -0.1693 -0.4362 0.216
C -1.0102 -2.3410 2.0336 0.001
C -2.3085 -1.5796 2.2979 0.052
As -2.4463 0.1242 1.3316 0.365
C -3.6507 1.2386 2.3700 0.098
C -3.2531 2.4241 2.9710 0.006
C -4.1779 3.1314 3.7276 0.001
C -5.4696 2.6442 3.8737 0.000
C -5.8511 1.4550 3.2626 0.009
C -4.9451 0.7416 2.4900 0.026
C -3.5007 -0.1711 -0.2522 0.025
C -3.6272 0.9260 -1.1068 0.010
C -4.3599 0.8122 -2.2756 -0.001
C -4.9646 -0.3993 -2.5981 0.013
C -4.8488 -1.4850 -1.7435 0.002
C -4.1144 -1.3768 -0.5689 0.012
As -0.6361 -2.5076 0.1353 0.059
C -1.8796 -3.8020 -0.5479 0.014
C -1.9370 -4.0470 -1.9151 0.004
C -2.7288 -5.0818 -2.3864 0.000
C -3.4702 -5.8517 -1.4989 0.004
C -3.4219 -5.5895 -0.1366 0.001
C -2.6261 -4.5593 0.3473 0.005
C 1.1138 -3.2731 -0.0528 0.019
C 1.6189 -3.4047 -1.3456 0.010
C 2.8693 -3.9714 -1.5377 -0.001
C 3.6189 -4.3840 -0.4424 0.006
C 3.1183 -4.2420 0.8436 0.002
C 1.8635 -3.6827 1.0448 0.005
H -1.0181 -3.3126 2.5218 0.001
H -0.1682 -1.7836 2.4459 0.000
H -2.3882 -1.3290 3.3537 0.000
H -3.1912 -2.1585 2.0281 0.008
H -2.2414 2.7924 2.8594 0.002
H -3.8874 4.0575 4.2057 0.000
H -6.1888 3.1971 4.4630 0.000
H -6.8596 1.0795 3.3768 0.001
H -5.2575 -0.1676 1.9920 0.002
H -3.1796 1.8779 -0.8364 0.001
H -4.4771 1.6655 -2.9321 0.000
H -5.5405 -0.4896 -3.5098 0.001
H -5.3423 -2.4180 -1.9835 0.000
H -4.0497 -2.2326 0.0905 0.000
H -1.3807 -3.4370 -2.6155 0.001
H -2.7640 -5.2902 -3.4475 0.000
H -4.0902 -6.6569 -1.8699 0.000
H -3.9966 -6.1903 0.5560 0.000
H -2.5940 -4.3830 1.4138 0.001
H 1.0408 -3.0735 -2.2003 0.002
H 3.2585 -4.0958 -2.5397 0.000
H 4.6000 -4.8149 -0.5929 0.000
H 3.7002 -4.5804 1.6914 0.000
H 1.4680 -3.6021 2.0509 0.000
S 2.7533 6.8990 0.6548 0.349
N 1.9085 6.2981 -0.5716 -0.009
C 1.6871 5.0308 -0.2785 0.149
C 0.9667 4.0913 -1.0842 0.008
C 0.4417 4.4353 -2.3382 0.040
C -0.2467 3.4783 -3.0467 -0.004
C -0.4101 2.2279 -2.4714 0.038
N 0.0971 1.8878 -1.2727 0.025
C 0.7985 2.7900 -0.5824 0.047
C 1.4452 2.3807 0.7065 0.065
N 1.3484 1.1145 1.0600 0.020
C 2.0247 0.6810 2.1341 0.069
C 2.8030 1.5048 2.9426 -0.010
C 2.8671 2.8426 2.6278 0.059
C 2.1876 3.2967 1.4833 0.022
C 2.2792 4.6366 1.0225 0.145
N 2.9046 5.6405 1.6266 -0.004
H 0.5893 5.4386 -2.7202 0.001
H -0.6599 3.6833 -4.0251 -0.001
H -0.9801 1.4594 -2.9787 0.002
H 1.9445 -0.3786 2.3505 0.003
H 3.3434 1.0940 3.7844 -0.002
H 3.4359 3.5470 3.2232 0.002
```

The HOMO energy (alpha / beta) is -15.96 / -15.95 eV. Its charge is +3. As for the multiplicity: 3. The value obtained for the relative energy (zero: lowest compared OMol25 entry of this formula, charge and spin) is 0.212 eV.

[3]
Density functional theory data (the ωB97M-V functional and the def2-TZVPD basis) for a structure of composition C19H48O4P2SSiYb at a distorted geometry.

Geometry as XYZ:
```
76
Properties=species:S:1:pos:R:3:lowdin_spin:R:1
Yb 2.4614 3.4169 0.3133 1.229
H 2.1736 0.4577 2.4774 0.000
H 2.8696 0.2167 2.3526 0.000
P 0.5366 3.0688 2.3099 -0.004
P 3.6506 1.1391 -0.8886 0.015
C 3.3591 0.9084 -2.6825 0.000
H 4.3092 0.6159 -3.1510 0.000
H 2.6175 0.1178 -2.8650 0.000
H 2.9986 1.8381 -3.1427 0.001
C 5.1239 2.2206 -1.0133 0.007
H 5.6003 2.3335 -0.0294 0.000
H 5.8312 1.7495 -1.7018 0.000
H 4.8735 3.2217 -1.4031 0.005
C 4.5029 -0.4749 -0.6380 0.002
H 3.8011 -1.3085 -0.7623 0.000
H 5.3052 -0.5745 -1.3781 0.001
H 4.9268 -0.5251 0.3701 0.000
C 1.3180 4.7100 2.6252 0.004
H 0.6964 5.2077 3.3783 -0.001
H 2.3310 4.6075 3.0408 0.001
H 1.3385 5.3678 1.7381 0.005
C -1.1562 3.6731 1.9777 0.000
H -1.8417 2.8251 1.8260 0.000
H -1.4904 4.2485 2.8552 0.000
H -1.1847 4.3127 1.0844 0.000
C 0.2576 2.5632 4.0554 -0.001
H 1.2140 2.2928 4.5206 0.000
H -0.1961 3.4020 4.5999 0.000
H -0.4166 1.6955 4.1132 0.000
C 0.2936 1.8630 -0.5032 -0.146
O -0.1302 2.7923 -1.1465 -0.037
H 3.8036 2.9821 1.7422 0.005
C -2.4556 -1.2133 3.1996 0.000
C -1.3065 -1.7161 2.3366 0.000
C 0.0291 -1.0930 2.7071 0.000
C -1.2463 -3.2276 2.4108 0.000
O -1.6629 -1.3226 0.9232 0.001
Si -1.3468 -0.8184 -0.5650 -0.003
S 0.5950 0.0929 -0.7407 -0.074
O -1.2477 -2.1026 -1.5880 -0.006
C -0.5914 -3.3995 -1.4985 0.000
C 0.7420 -3.2635 -0.7731 -0.002
C -1.5402 -4.3618 -0.7829 0.000
C -0.4088 -3.8484 -2.9409 0.000
O -2.4682 0.2316 -1.1268 0.000
C -3.0408 0.4847 -2.4879 0.000
C -2.1450 1.4400 -3.2703 0.000
C -3.2352 -0.8367 -3.2082 0.000
C -4.3998 1.1008 -2.1816 0.000
H -2.2684 -1.4828 4.2551 0.000
H -3.3989 -1.6826 2.9075 0.000
H -2.5823 -0.1298 3.1442 0.000
H 0.2748 -1.3623 3.7500 0.000
H 0.8322 -1.4645 2.0589 0.000
H -0.0169 -0.0025 2.6111 0.000
H -2.2250 -3.6697 2.1726 0.000
H -0.4860 -3.6317 1.7407 0.000
H -0.9839 -3.5382 3.4355 0.000
H 0.6101 -2.8886 0.2452 0.000
H 1.2343 -4.2469 -0.7111 0.000
H 1.4099 -2.5814 -1.3060 -0.001
H -2.3281 -4.6858 -1.4753 0.000
H -1.0072 -5.2595 -0.4314 0.000
H -2.0291 -3.8730 0.0609 0.000
H -1.3830 -3.9956 -3.4173 0.000
H 0.1494 -3.1162 -3.5308 0.000
H 0.1283 -4.8057 -2.9726 0.000
H -1.1284 1.0506 -3.4162 0.000
H -2.5848 1.5667 -4.2732 0.000
H -2.0875 2.4269 -2.8076 0.000
H -3.8548 -1.5095 -2.6017 0.000
H -3.7730 -0.6662 -4.1571 0.000
H -2.2782 -1.3153 -3.4492 0.000
H -5.0324 0.3832 -1.6421 0.000
H -4.3017 2.0092 -1.5772 0.000
H -4.9381 1.3592 -3.1018 0.000
```

The HOMO energy (alpha / beta) is -8.78 / -9.49 eV. Its charge is +1. As for the multiplicity: 2.